(1)
This record from OMol25 describes a structure of composition C51H61LiN2O3P2SSe2. The level of theory is ωB97M-V/def2-TZVPD.

Gap between HOMO and LUMO, eV: 5.62
Net charge: -2
Highest occupied orbital energy, eV: -1.82
Lowest unoccupied orbital energy, eV: 3.8
DFT total energy, eV: -223313.7469

Structure (XYZ):
```
123
Properties=species:S:1:pos:R:3:forces:R:3
Li -1.277323 0.173804 0.489192 -0.173 0.149 0.074
C 4.314272 5.464794 -1.547730 0.045 -0.189 -0.189
S 4.573931 4.488509 -3.048372 -0.023 0.025 0.055
C 4.884199 2.840424 -2.328923 -0.054 0.181 0.007
C 3.907366 2.393040 -1.247786 -0.008 0.005 -0.225
C 2.432896 2.412982 -1.646442 -0.048 -0.158 0.200
N 1.666225 1.765516 -0.611753 0.191 0.150 0.188
P 0.775573 -1.335160 0.152315 0.297 -0.232 -0.083
C 1.214315 -0.920226 1.925808 -0.226 -0.114 0.150
C 2.036548 0.159647 2.260178 -0.028 0.007 -0.056
C 2.220104 0.521644 3.588436 0.026 -0.020 0.034
C 1.586623 -0.180397 4.607605 -0.037 0.027 -0.039
C 0.729173 -1.224318 4.284050 -0.027 0.062 0.043
C 0.528031 -1.568135 2.954957 0.119 -0.084 -0.069
C 2.504959 -1.280538 -0.537498 -0.024 -0.064 -0.129
C 3.661056 -1.569638 0.182958 -0.008 0.074 -0.103
C 4.894697 -1.678219 -0.451506 0.023 0.035 -0.015
C 4.996021 -1.502136 -1.823804 -0.027 0.000 0.062
C 3.852662 -1.197706 -2.554331 0.007 0.007 -0.025
C 2.628331 -1.083444 -1.914588 -0.017 0.088 0.024
P 0.119596 2.116279 -0.342019 -0.191 0.091 -0.346
C -0.740334 2.242418 -2.007555 0.168 -0.084 -0.139
C -1.249289 1.050600 -2.536020 -0.029 0.136 0.124
C -1.820171 1.000831 -3.799334 -0.018 -0.028 -0.029
C -1.871617 2.147126 -4.582003 0.007 0.035 0.030
C -1.346274 3.333955 -4.089293 -0.006 -0.011 0.006
C -0.785260 3.377614 -2.817651 -0.071 -0.020 0.000
C -0.057391 3.909918 0.138232 0.029 -0.060 0.218
C 1.042693 4.575579 0.676046 0.040 0.031 -0.042
C 0.928293 5.861674 1.192371 -0.082 0.015 -0.008
C -0.306353 6.498630 1.201072 0.030 -0.043 0.004
C -1.421411 5.831592 0.702249 -0.009 0.015 -0.003
C -1.298689 4.551826 0.181500 0.015 -0.019 -0.049
H 4.252882 6.505783 -1.861422 -0.007 0.015 0.055
H 5.153576 5.337661 -0.862998 -0.035 0.062 0.040
H 3.382506 5.174143 -1.064134 0.025 0.057 0.052
H 5.909949 2.839880 -1.953230 0.005 -0.103 0.004
H 4.833923 2.168536 -3.188703 0.024 -0.033 0.026
H 4.042365 2.992781 -0.342084 0.001 -0.031 0.030
H 4.155483 1.359423 -0.985312 0.013 0.024 0.077
H 2.340931 1.877509 -2.610834 -0.006 0.086 -0.059
H 2.120377 3.451989 -1.849811 0.017 0.021 -0.066
H 2.512364 0.718912 1.459923 -0.039 0.038 0.006
H 2.871574 1.353849 3.833652 -0.010 0.012 -0.024
H 1.741611 0.098421 5.643808 0.008 0.003 0.010
H 0.215771 -1.764050 5.073672 -0.023 -0.029 -0.018
H -0.147913 -2.374447 2.686294 0.065 0.003 0.035
H 3.611322 -1.690522 1.257760 -0.004 -0.049 -0.023
H 5.780498 -1.905917 0.132546 -0.010 0.001 0.004
H 5.956241 -1.594190 -2.318580 0.000 0.006 -0.005
H 3.921949 -1.044786 -3.626128 -0.031 0.025 0.017
H 1.747701 -0.799678 -2.480045 -0.009 -0.053 -0.025
H -1.207641 0.147393 -1.934950 -0.015 -0.042 -0.079
H -2.235432 0.069459 -4.168348 0.027 -0.001 0.040
H -2.321766 2.118313 -5.568138 0.004 -0.012 0.005
H -1.373948 4.231026 -4.698894 0.005 0.005 0.013
H -0.388452 4.316185 -2.447148 0.016 -0.001 -0.003
H 1.994309 4.050221 0.693567 -0.021 0.009 -0.026
H 1.797814 6.368231 1.598085 0.022 -0.020 -0.016
H -0.403154 7.501408 1.601896 -0.002 -0.003 0.008
H -2.391486 6.317509 0.725534 -0.005 -0.018 -0.021
H -2.172615 4.030847 -0.200544 -0.001 0.029 0.020
C -1.678332 1.513287 4.691104 0.016 0.050 -0.201
Se -2.308543 1.449586 2.834692 -0.010 0.144 0.390
C -3.720189 0.159669 3.231030 0.108 -0.087 -0.202
C -3.194884 -1.266036 3.246945 -0.077 -0.063 -0.043
Se -2.873577 -2.007055 1.454136 -0.091 -0.112 0.322
C -2.449296 -3.785071 2.158946 0.091 0.178 -0.097
H -2.443723 1.947671 5.335047 0.004 0.026 -0.036
H -0.788693 2.141042 4.698947 0.010 -0.026 0.044
H -1.410179 0.521959 5.046211 0.057 -0.053 -0.013
H -4.496870 0.301445 2.482834 0.007 0.027 -0.050
H -4.123282 0.427727 4.208679 -0.021 0.021 0.028
H -3.904833 -1.942399 3.728214 -0.060 0.044 0.054
H -2.249387 -1.305512 3.791871 0.011 -0.081 0.030
H -3.365094 -4.352174 2.315688 0.001 -0.011 0.012
H -1.911392 -3.684994 3.102907 0.027 -0.031 -0.037
H -1.813287 -4.286480 1.429882 0.018 0.027 0.004
C -0.256272 -3.056167 -3.116755 -0.006 -0.078 -0.005
C -0.854082 -4.245218 -2.358852 0.007 0.209 0.203
C -2.180466 -3.837345 -1.709832 -0.003 -0.032 -0.065
C 0.103414 -4.875375 -1.354496 0.068 -0.103 -0.092
C 0.395878 -6.218866 -1.535856 0.024 -0.018 0.035
C 1.241795 -6.920582 -0.685900 0.015 -0.020 0.012
C 1.802441 -6.236173 0.377601 -0.077 -0.024 -0.052
C 1.547169 -4.888221 0.604730 0.099 0.138 -0.127
C 2.200837 -4.234814 1.802812 0.035 -0.211 0.014
C 3.715819 -4.464084 1.845470 -0.047 0.029 0.002
C 1.570861 -4.719462 3.112884 -0.014 0.035 -0.009
C 0.682709 -4.145606 -0.259841 -0.040 -0.069 0.047
N 0.281508 -2.856186 -0.093661 -0.126 -0.142 0.265
H -0.899869 -2.780825 -3.959180 0.010 -0.014 0.028
H 0.738503 -3.296822 -3.501012 -0.006 0.037 -0.002
H -0.171337 -2.199882 -2.451860 0.024 0.038 -0.025
H -1.067385 -5.024162 -3.099393 0.003 -0.035 -0.004
H -1.977606 -3.136332 -0.902239 -0.021 0.043 -0.028
H -2.707298 -4.704751 -1.302273 0.017 -0.010 0.005
H -2.836729 -3.341498 -2.431232 0.005 -0.019 0.039
H -0.059014 -6.743603 -2.371982 -0.009 0.052 -0.027
H 1.459383 -7.969100 -0.856998 -0.016 0.006 0.025
H 2.454895 -6.772402 1.061464 0.017 0.043 -0.004
H 2.026654 -3.168964 1.722478 -0.022 0.066 0.009
H 3.947039 -5.510592 2.066237 0.021 0.023 -0.019
H 4.173468 -3.850761 2.629414 -0.010 -0.023 -0.016
H 4.174321 -4.204037 0.890295 0.005 -0.011 0.045
H 1.849665 -5.760522 3.309273 -0.019 0.016 -0.022
H 0.481325 -4.672131 3.062144 0.010 0.036 0.021
H 1.906027 -4.104784 3.953572 -0.010 -0.037 0.016
O -4.885845 2.793729 1.108627 0.151 -0.192 0.198
C -5.239727 2.815257 -0.203712 -0.093 0.122 -0.126
C -6.005148 3.866567 -0.711503 0.059 -0.002 0.073
C -6.426816 3.859438 -2.030273 0.008 -0.006 0.019
C -6.095933 2.789369 -2.848316 0.025 0.009 -0.043
C -5.329044 1.753188 -2.335302 -0.044 0.099 0.028
C -4.875576 1.746081 -1.018711 0.028 -0.149 0.063
C -4.028386 0.533754 -0.598675 0.579 0.015 -0.281
O -4.311191 -0.514903 -1.182349 0.046 -0.033 0.189
O -3.053594 0.726290 0.207592 -0.723 0.118 -0.321
H -5.000876 3.663404 1.499534 -0.013 0.073 -0.022
H -6.275573 4.686440 -0.051485 -0.002 -0.011 -0.009
H -7.018162 4.685272 -2.409517 0.005 -0.013 0.002
H -6.432954 2.763594 -3.877888 0.049 0.004 0.008
H -5.057486 0.904796 -2.947904 0.001 -0.015 0.003
```
Positions in Å, forces in eV/Å.

(2)
This record from OMol25 describes a structure of composition C11H18AlBBe2Br4Cl3F3N2O12. The level of theory is ωB97M-V/def2-TZVPD.

Gap between HOMO and LUMO, eV: 1.43
Net charge: +2
Highest occupied orbital energy, eV: -11.36
Lowest unoccupied orbital energy, eV: -9.9
DFT total energy, eV: -373177.0345

Structure (XYZ):
```
57
Properties=species:S:1:pos:R:3:forces:R:3
O -3.651554 -0.342782 2.101239 0.192 0.460 0.078
C -3.918511 0.521046 1.326960 -0.175 -0.783 0.254
N -5.193943 0.984056 0.953763 0.453 -0.221 0.535
C -6.089022 1.007114 2.151463 -0.797 0.225 -0.939
B -7.426321 1.841059 1.857696 0.108 -0.155 -0.115
O -8.388129 1.906096 2.815392 0.337 0.431 0.004
O -7.593569 2.449680 0.641254 0.540 0.072 -0.077
O -2.890027 1.210187 0.664559 0.160 0.199 -0.486
C -2.242712 2.125755 1.484410 -0.495 -0.593 0.332
C -1.184334 1.595983 2.434171 0.126 0.161 -0.542
C -0.192399 0.620061 1.828256 0.343 -0.273 1.110
F -0.749237 -0.470911 1.309511 0.220 0.421 -0.367
F 0.618784 1.211731 0.918329 -0.474 -0.161 -0.207
F 0.609435 0.210108 2.837807 -0.007 0.076 -0.347
H -5.538747 0.250866 0.337302 -0.265 0.425 -0.470
H -6.402079 0.003513 2.431320 0.335 -0.141 0.439
H -5.563930 1.509356 2.960537 0.049 -0.195 0.285
H -7.951315 1.962414 3.676203 -0.408 -0.282 0.256
H -7.724950 3.398556 0.714609 -0.627 -0.060 -0.110
H -1.831165 2.904378 0.789107 0.718 -1.244 -0.040
H -3.014494 2.617881 2.113093 0.061 0.024 0.213
H -1.663116 1.114337 3.280200 -0.002 -0.165 0.055
H -0.594553 2.439983 2.792079 0.058 0.019 0.231
O 1.976615 -1.437543 -1.441631 -0.053 0.315 -0.321
Cl 0.666273 -1.668041 -1.906493 0.815 -1.074 1.769
O -0.009354 -2.635929 -1.158584 -0.385 0.111 -0.304
O 0.695397 -2.037070 -3.355109 -0.463 2.078 -1.914
O -0.102082 -0.383017 -1.940182 -0.096 1.287 -2.330
Al -2.671283 4.514658 1.081251 -0.572 1.650 -0.187
C 0.746341 -2.716070 3.031715 -0.411 -0.036 0.133
O -0.428216 -2.597077 3.340102 0.094 -0.027 0.008
O 1.181644 -3.081980 1.914107 0.210 0.085 0.108
O 1.726824 -2.484578 3.776932 0.108 -0.075 -0.210
C 5.615288 -1.608011 -1.719836 -0.006 0.001 0.081
Cl 5.940551 -2.972756 -0.657290 -0.010 -0.016 0.012
Cl 6.245084 -1.876260 -3.357935 -0.143 0.142 -0.003
H 4.544584 -1.466854 -1.788975 -0.029 -0.066 -0.028
H 6.090649 -0.726467 -1.308172 0.092 -0.001 -0.039
C -9.601391 5.232250 4.113237 -0.126 0.025 -0.022
C -8.340958 4.539596 4.308821 0.690 -0.249 0.218
N -7.340494 3.989853 4.468610 -0.402 0.324 -0.133
H -9.423773 6.197286 3.643453 -0.010 0.022 0.004
H -10.248432 4.633107 3.475006 -0.014 -0.015 0.001
H -10.088382 5.386967 5.073569 -0.017 0.006 0.011
C 8.301368 -4.687264 -4.357926 -0.928 -0.484 0.052
O 9.485168 -4.859488 -4.833908 0.204 0.115 -0.146
H 8.217253 -3.643956 -3.809566 0.352 0.172 0.219
H 7.469247 -4.561135 -5.085987 0.253 0.230 -0.142
H 7.957244 -5.356753 -3.542802 0.417 0.065 0.102
Be -0.319994 4.059430 -0.919654 -0.017 0.122 0.016
C 11.926042 -3.388465 -6.259578 0.055 -0.564 -0.033
Br 11.644767 -3.314908 -8.141900 -0.002 0.087 -0.006
Br 13.665395 -3.991067 -5.773938 -0.008 0.069 0.018
Br 11.571157 -1.619513 -5.491100 0.077 0.313 0.183
H 11.184941 -4.052176 -5.816526 -0.178 0.165 0.128
Br 9.940186 -2.125818 -3.641109 -0.162 -0.227 -0.385
Be 0.203242 -0.227498 -3.918919 0.216 -2.790 3.051
```
Positions in Å, forces in eV/Å.